# C6H6O3

An isolated molecule of C6H6O3 in a non-equilibrium geometry (ωB97M-V with the def2-TZVPD basis set, OMol25).

```
15
Properties=species:S:1:pos:R:3:forces:R:3
C 2.909 -0.968 -0.105 0.671 0.316 1.442
C 2.609 1.075 -0.004 -4.077 -2.714 0.577
C 0.576 -0.635 1.240 1.514 -3.331 -1.701
C 0.323 -0.438 -0.271 -1.688 0.691 2.408
C 1.652 -0.231 0.269 2.456 1.158 -0.113
C -0.339 0.795 -0.751 -5.013 -2.058 2.067
O 3.431 -2.027 -0.098 -0.660 0.645 -0.456
O 2.374 2.217 -0.074 0.845 1.364 0.035
O 3.629 0.291 -0.297 2.045 -0.712 -0.782
H 0.170 -0.148 2.069 -0.296 1.459 0.738
H 0.802 -1.738 1.479 -0.742 1.639 -0.282
H -0.053 -1.319 -0.674 0.303 -1.571 -1.235
H -0.501 1.519 -0.017 0.604 1.344 1.469
H -1.453 0.666 -1.028 1.813 -0.411 -0.191
H 0.200 1.153 -1.486 2.226 2.181 -3.975
```
Positions in Å, forces in eV/Å.

Values from the calculation:
LUMO level ... 0.69 eV
Multiplicity ... 1
Highest occupied orbital energy ... -10.50 eV
HOMO-LUMO gap ... 11.186 eV